1.
15
Properties=species:S:1:pos:R:3 method="wB97M-V/def2-TZVPD" total_charge=0 homo_ev=-9.83 gap_ev=10.67 de_lowest_kcal_mol=11.0 smiles="CCCNC=O" largest_force_ev_per_a=0.41 e_tot_ha=-287.81499
C -1.68388 0.59577 0.31947
C -0.95541 -0.41337 -0.56329
C 0.27435 -1.02556 0.11480
N 1.28038 -0.04324 0.51486
C 2.05109 0.67667 -0.33620
O 2.03310 0.62550 -1.54949
H -2.54821 1.02581 -0.19690
H -2.04692 0.12983 1.24517
H -1.01782 1.42079 0.59599
H -0.63339 0.05746 -1.49889
H -1.63637 -1.23226 -0.83593
H 0.73543 -1.75758 -0.55937
H -0.03119 -1.56438 1.02001
H 1.45236 0.16601 1.48552
H 2.72649 1.33853 0.24423

2.
15
Properties=species:S:1:pos:R:3 method="wB97M-V/def2-TZVPD" total_charge=0 homo_ev=-7.40 gap_ev=8.42 de_lowest_kcal_mol=63.5 smiles="C=C(NC)OC" largest_force_ev_per_a=1.42 e_tot_ha=-287.73123
C -0.12084 2.22580 0.18947
C -0.19366 0.04347 1.68323
C 0.07559 -0.14007 0.38290
O 0.40474 0.97006 -0.35172
N 0.06024 -1.38103 -0.21266
C 0.18922 -1.77770 -1.59969
H -1.11285 2.37801 -0.24105
H -0.26641 2.40912 1.28164
H 0.61967 2.93694 -0.14260
H 0.38059 0.80452 2.18971
H -0.72693 -0.69181 2.24580
H 0.02943 -2.13677 0.45637
H -0.57045 -2.53195 -1.84015
H 0.04825 -0.90508 -2.24067
H 1.18341 -2.20350 -1.80062

3.
15
Properties=species:S:1:pos:R:3 method="wB97M-V/def2-TZVPD" total_charge=0 homo_ev=-7.15 gap_ev=6.62 de_lowest_kcal_mol=143.5 largest_force_ev_per_a=2.59 e_tot_ha=-287.60370
C -1.62005 -0.00113 -0.23578
N -0.38316 0.48519 -0.86175
C 0.16716 1.48881 -0.12373
C 0.80567 -0.35553 -0.82617
C 1.06690 -1.18497 0.38841
O 0.75059 -0.53640 1.66213
H -1.80068 0.28918 0.80848
H -1.66329 -1.08160 -0.07943
H -2.46791 0.26381 -0.87102
H 1.03951 1.94461 -0.57128
H -0.46317 2.28275 0.27721
H 0.52215 0.35243 1.32883
H 1.31461 -0.48284 -1.77145
H 2.16102 -1.30579 0.41643
H 0.57065 -2.15854 0.45912

4.
15
Properties=species:S:1:pos:R:3 method="wB97M-V/def2-TZVPD" total_charge=0 homo_ev=-8.99 gap_ev=9.92 de_lowest_kcal_mol=54.2 smiles="C=N/C=C/C.O" largest_force_ev_per_a=1.46 e_tot_ha=-287.74602
C 1.98834 1.53426 -0.50230
C 1.13153 0.31026 -0.45055
C -0.17634 0.22770 -0.60360
N -1.01264 -0.87794 -0.30598
C -1.27757 -1.74406 -1.16495
H 1.42381 2.46273 -0.52775
H 2.64440 1.45078 -1.38078
H 2.65736 1.53578 0.34704
H 1.59740 -0.61320 -0.15210
H -0.81430 1.05546 -0.90089
H -0.87701 -1.86390 -2.17217
H -1.97547 -2.52666 -0.86185
H -1.45787 0.68256 2.29737
H -0.41546 -0.44054 1.95213
O -0.70339 0.18283 2.62164